ORCA calculation (the ωB97M-V functional and the def2-TZVPD basis) on a structure of composition H4NPS2.

Geometry (Å):
P -0.1547 -0.3353 0.9224
N -0.3239 -1.6529 -0.2034
S 2.1402 0.6988 -0.0015
S -1.7405 0.9592 0.0862
H 0.5427 -1.8824 -0.6974
H 1.7311 2.0546 0.1895
H -1.0707 2.1316 0.3771
H -1.1242 -1.9735 -0.6728

Calculated values
E = -1194.8519 Eh
highest occupied orbital energy = -0.3205 Ha
Kohn-Sham gap = 7.82 eV
multiplicity = 1

=====

ORCA calculation (the ωB97M-V functional and the def2-TZVPD basis) on the ion C2H7N2S2 with charge +1.

Geometry (Å):
C -0.0148 -0.9253 0.0034
H -0.8874 0.9820 -1.1350
S 1.8027 -0.7037 0.6185
H -1.1761 1.1490 1.4675
H 0.3859 1.5417 1.2989
H -0.5035 -1.2439 0.9897
N -0.4946 1.4418 0.7951
H -0.0444 -2.7696 -0.5456
H 0.3899 -1.4992 -1.7606
H -0.7949 2.4423 0.4028
C -0.1414 0.5479 -0.3999
N -0.1425 -1.8699 -0.9680
S 1.6210 0.9068 -0.7668

Calculated values
E = -985.9862 Eh
highest occupied orbital energy = -0.4709 Ha
Kohn-Sham gap = 8.60 eV
SMILES string = N[C@H]1SS[C@@H]1[NH3+]
multiplicity = 1
total charge = +1

=====

ORCA calculation (the ωB97M-V functional and the def2-TZVPD basis) on an isolated molecule of C5H10O2.

Geometry (Å):
H -2.8061 0.4397 2.2030
O -0.4374 0.9655 -0.8260
H 1.0297 -0.0025 -2.4600
H 0.8795 0.6086 0.7324
O -1.9171 1.9182 1.1932
H 1.3201 -1.6789 0.0989
H 2.0822 -1.4209 -2.2792
C 1.6246 -0.5795 -1.7484
C -1.0184 -0.3385 1.1261
C -1.9804 0.7564 1.5338
C 0.0911 0.1000 0.1509
H -1.6235 -1.1469 0.6916
H -0.6027 -0.7496 2.0585
C 0.7378 -1.0664 -0.6011
H 2.4283 0.0718 -1.3858
H -0.0512 -1.7113 -1.0090
H -0.8572 1.6910 -0.3377

Calculated values
E = -346.9790 Eh
highest occupied orbital energy = -0.3699 Ha
Kohn-Sham gap = 11.00 eV
SMILES string = CC[C@@H](O)CC=O
multiplicity = 1

=====

ORCA calculation (the ωB97M-V functional and the def2-TZVPD basis) on a cluster of 7 separate species, C23H54N7O7 in total.

Geometry (Å):
H -0.2083 -6.1003 -2.1532
C 5.6089 -1.8317 -4.3772
C -3.8305 -1.1008 1.9478
H -1.1144 2.8084 -0.2066
H 0.8324 2.0612 -1.2637
C 5.2408 -0.7472 -3.4025
N 5.3808 4.4791 -3.1332
H -7.0245 -0.5813 2.9722
C -3.1857 -2.3530 5.7360
N -0.7025 0.9675 -2.2246
C 3.4053 -2.1809 -2.4301
H 7.1529 6.5383 -2.6326
O -6.8990 0.1996 2.3465
C 6.0955 6.7226 -2.4270
H -7.3577 -1.9505 0.2324
H 3.6366 6.2666 0.8698
H -2.3829 -0.3783 5.9249
N 4.2121 -0.9889 -2.5384
H 2.4584 7.6002 0.9586
H 0.7143 2.2300 -3.0335
C 2.7433 3.9149 1.1661
H 5.1744 4.4314 -5.1852
O 0.0071 -5.6801 0.1862
H -2.5560 -7.4039 0.3808
H 2.3627 -1.9007 -2.5987
H -3.0095 -3.1107 0.9753
C -5.0646 -2.4416 -0.0246
C -6.3409 -1.7737 0.7870
N -2.1412 -3.1196 6.1657
H -2.7640 -0.7297 2.3265
H 6.4438 -1.4971 -5.0000
H -3.3631 -0.9296 7.3241
H -2.4277 -6.0120 -3.2128
O 5.8317 0.3281 -3.3669
N -4.5763 0.0904 1.3796
H 3.6955 -2.9475 -3.1484
H 4.8902 3.6307 -2.8754
H -4.1517 -0.4496 5.8092
C -3.2696 -0.9368 6.2352
H -1.0996 -3.4174 7.9212
H -1.9004 -7.6953 -2.9591
H -4.4010 -1.6857 2.7881
H 6.6917 3.7475 -4.5480
H 5.6246 7.2271 -3.2745
C -1.0738 -2.7434 7.0617
N -1.0803 -6.3018 -1.6779
H -6.3997 0.5488 0.2921
C 1.5848 4.5597 0.4563
H -5.2388 -3.6168 -0.0829
C -1.0304 -6.0832 -0.3315
O -4.0175 -2.8257 4.9670
C 5.9704 4.5620 -4.4482
H -4.2031 0.2267 0.3929
H -2.1913 1.7228 0.6928
H 6.0221 7.3751 -1.5519
H -2.0842 -6.1333 1.5255
H 4.7593 -2.0528 -5.0282
C 5.3922 5.4230 -2.1472
H 3.5141 -2.5728 -1.4161
H -3.0846 -6.9559 -1.8521
H 5.9191 -2.7298 -3.8370
H 0.8816 6.2443 -0.3575
H -2.9569 -1.5322 -0.1175
O -2.7493 0.4856 -1.4358
H 3.6354 3.9526 0.5357
H 3.1616 7.1352 -0.6115
C -2.2739 -6.3518 0.4704
H -1.1619 -1.7131 7.4060
O 4.8396 5.1962 -1.0748
H -0.9923 0.4568 -3.0505
O 0.5608 3.9416 0.1807
C -6.0827 -0.1772 1.1798
N 1.6983 5.8770 0.1170
H 6.4721 5.5140 -4.6210
H -0.1265 -2.8702 6.5321
C -3.6045 -2.1436 0.6645
H -6.3870 -2.3442 1.8343
H -0.4807 1.2895 0.5101
H 1.3434 0.7221 -2.3219
H -4.4101 0.9934 1.9051
C 2.8137 6.7619 0.3546
C -1.3334 1.7608 0.0149
C -1.6615 1.0248 -1.2550
H 4.0199 -0.2159 -1.9119
H 2.5095 2.8662 1.3720
H -3.0872 -5.7084 0.1252
H 2.9270 4.4210 2.1173
C -2.1994 -6.7703 -2.4601
C 0.6245 1.5349 -2.1952
H -2.1485 -4.0606 5.7898
H -5.0219 -1.9929 -1.1292

Calculated values
E = -1818.5345 Eh
highest occupied orbital energy = -0.4026 Ha
Kohn-Sham gap = 8.86 eV
multiplicity = 1
total charge = +1

=====

ORCA calculation (the ωB97M-V functional and the def2-TZVPD basis) on a cluster of 12 separate species, C20H64N10O12 in total.

Geometry (Å):
H 1.8025 -4.1318 2.2625
O -0.1695 -0.8557 4.1373
H 6.0503 1.5497 -4.1446
H -0.9161 2.0823 -3.5463
O 4.9487 3.1833 -2.0523
O -2.6281 2.2676 1.3789
H -0.3754 -1.5844 0.3664
H -2.8079 0.9326 -1.0334
O -4.6324 -1.7501 -0.3871
H -3.6483 -0.9048 1.7504
H 2.3760 -2.2004 0.1396
H -3.3407 4.4930 2.5395
H -4.6791 4.7959 1.4744
H 3.8809 -0.6627 -1.0402
H 2.6096 3.1977 -2.1339
N 2.3620 0.6142 0.7428
O -3.4182 -2.9971 2.3204
H -0.4248 -3.5799 1.4501
H 1.5060 -3.4704 -2.1612
H -1.2198 -1.8999 2.8973
N -3.6328 0.3434 -1.0699
N -1.7253 -4.5847 1.6394
H 1.9347 -2.2813 2.5238
H 0.9421 0.4770 -2.0832
O -1.1536 1.2911 -0.8989
H -1.2818 -5.1608 0.9007
H 0.5693 2.8146 0.1936
H 1.5746 5.5002 1.2495
H 3.7663 -3.2002 0.0198
H 2.4103 4.3663 0.0997
H -2.2570 0.2741 4.7660
C 2.8326 -2.9899 -0.4733
H -0.5454 2.6788 1.6615
H -1.3759 0.3893 -3.5169
H -3.0327 0.6318 1.2327
H 0.2579 -0.4703 3.3054
H -1.6056 -2.8089 -3.7944
H 3.1648 -0.4915 -2.6083
H 3.0648 1.6403 -1.5891
H -1.2801 1.1697 -5.0120
C 4.3964 2.5302 -3.0183
C 1.2713 -3.1659 2.3554
H 0.0804 5.2615 -0.8540
H -2.3652 -1.9884 -2.4186
H 3.3019 1.0240 0.4701
H -3.4765 -2.9651 -0.3056
H -5.1919 3.3140 -0.2789
H 4.5187 0.6669 -4.0648
H 1.6772 0.2552 0.0121
O 0.3439 -2.9578 1.2909
H 4.9669 2.5681 -1.3504
O 2.8329 1.6255 2.7951
H 2.2345 4.0448 1.8437
H 2.1741 -3.8260 -0.2061
H -2.0491 -3.8391 -0.5759
H 0.1128 0.2614 1.5479
H -0.7453 -1.5430 -3.0049
H 3.5473 -3.2199 -2.5081
H -4.2796 1.6834 -0.1424
H 0.8430 -3.2640 3.3272
O 1.7715 -2.5394 -2.2938
C -0.5491 4.6796 -0.1772
H 4.5708 -1.2586 -2.6533
C 3.0482 2.2432 -2.4676
C 1.7304 4.4255 0.9780
H -1.5541 -4.8450 2.5851
C -0.8038 1.1214 -4.0161
O 0.4980 0.7231 -3.9991
C 3.6641 -1.1753 -2.0115
H 0.5879 0.0692 -4.7010
C 5.1957 1.3521 -3.5193
H 4.1380 3.2263 -3.7990
N -0.7428 -0.6338 0.2915
H 2.3570 1.9164 -3.2450
H -4.1557 0.2736 -2.0063
H -1.7976 -0.5066 0.5385
H 0.2844 1.1285 3.0954
C 0.3747 3.7706 0.6436
C -2.7102 -3.7422 1.3563
H 5.5444 0.8280 -2.6167
H -3.2414 -0.7193 3.5736
H -2.4441 -3.1271 4.4698
H -0.7818 -3.2850 5.1678
C -3.8670 -0.5734 -0.1975
C -0.4025 0.1990 -0.6420
N -2.8425 -3.6992 0.0489
H -0.2032 -3.8323 -2.2843
H 1.0445 -1.0685 -1.3931
C -1.4171 -2.3826 -2.7963
C -2.2482 -0.3593 3.8379
N -3.8873 4.1887 1.6826
N 0.7163 0.7867 2.2089
H -1.9840 -2.1101 5.7445
H -1.2526 4.1991 -0.9318
C 1.9846 1.0296 1.8799
N -4.5268 2.6666 0.1646
C -3.6619 3.0513 1.0279
O -0.0485 3.4623 1.7669
H -1.1850 5.2113 0.4651
O -0.8207 -3.2674 -1.8239
N -3.3692 -0.3215 0.9751
H -1.9731 0.4068 3.0882
C -1.5919 -2.5694 4.8253
N 0.7144 -0.0920 -1.2312
C 2.9574 -2.5205 -1.8953
C -1.2167 -1.4638 3.8646

Calculated values
E = -2250.6328 Eh
highest occupied orbital energy = -0.3088 Ha
Kohn-Sham gap = 7.94 eV
SMILES string = NC(N)=O.NC(N)=O.NC(N)=O.NC(N)=O.NC(N)=O.CC(C)O.CC(C)O.CC(C)O.CC(C)O.CO.CO.CO
multiplicity = 1

=====

ORCA calculation (the ωB97M-V functional and the def2-TZVPD basis) on an isolated molecule of C3H6N4O.

Geometry (Å):
O -0.0067 -0.8399 -1.4563
H 0.6829 -2.6575 -0.6814
H -2.3388 0.6729 0.2394
C 0.8153 -1.6548 -0.6203
N 1.7144 0.9233 0.1410
H -1.1471 2.1151 -0.3191
N 0.8202 0.8759 0.9501
C -0.3489 -0.8957 -0.0588
C -1.4338 1.3261 0.4354
N 2.6407 0.9869 -0.5179
H -1.2833 -1.5560 0.1919
N -0.3190 0.3277 0.7198
H 1.8126 -1.3889 -0.4485
H -1.6086 1.7649 1.4247

Calculated values
E = -411.9816 Eh
highest occupied orbital energy = -0.3139 Ha
Kohn-Sham gap = 9.54 eV
multiplicity = 1

=====

Question: Number 3 is which compound?
Answer: C5H10O2